The following is a quantum chemistry calculation of C4H11NO2 as an isolated structure at a distorted geometry, from OMol25.

Element x y z (Å)
C -0.350 -0.481 -0.160
C -0.976 1.574 -0.990
C 0.580 0.528 -0.444
C -1.013 -0.624 1.167
N 1.860 -1.476 1.356
O 1.466 -1.396 -0.014
O -1.348 1.277 -2.298
H -0.604 1.440 -2.890
H -0.751 -1.040 -0.998
H 2.067 -2.464 1.512
H 2.758 -0.996 1.429
H -1.858 1.542 -0.357
H -0.513 2.558 -0.880
H 1.026 1.073 0.381
H 1.113 0.503 -1.388
H -2.060 -0.916 1.072
H -0.949 0.283 1.773
H -0.449 -1.385 1.726

The value obtained for the LUMO energy (alpha / beta) is 0.81 / 0.81 eV. The highest occupied orbital energy (alpha / beta) is -7.23 / -7.23 eV. Its charge is 0. For the total energy, the calculation gives -364.0286 Ha.

Listed below, in e, are the Mulliken charges computed for each atom: C 0.529; C -0.619; C -0.644; C -1.312; N -0.514; O -0.502; O -0.496; H 0.342; H 0.340; H 0.208; H 0.232; H 0.370; H 0.324; H 0.310; H 0.319; H 0.361; H 0.320; H 0.433

The following is a quantum chemistry calculation of C4H11NO2 as an isolated structure at a distorted geometry, from OMol25.

Element x y z (Å)
C 1.402 -1.465 0.271
O 0.620 -0.612 -0.556
O -1.485 -2.024 -0.710
H -0.866 -2.065 -1.457
H 0.869 -1.794 1.166
H 2.288 -0.918 0.608
H 1.641 -2.326 -0.349
C -1.226 0.340 0.708
C 0.138 1.664 -1.049
C 0.144 0.572 0.042
N 0.601 0.879 1.313
H 0.321 1.811 1.610
H -1.832 1.236 0.817
H -1.301 -0.346 1.544
H -1.720 -0.688 -0.050
H -0.332 2.571 -0.671
H -0.428 1.289 -1.899
H 1.165 1.878 -1.338

The value obtained for the LUMO energy (alpha / beta) is -1.59 / -1.59 eV. The highest occupied orbital energy (alpha / beta) is -8.75 / -8.75 eV. Its charge is 0. For the total energy, the calculation gives -364.0240 Ha.

Listed below, in e, are the Mulliken charges computed for each atom: C -0.632; O -0.366; O -0.756; H 0.249; H 0.247; H 0.319; H 0.266; C -1.199; C -1.388; C 1.466; N -0.720; H 0.292; H 0.404; H 0.456; H 0.326; H 0.364; H 0.311; H 0.360

The following is a quantum chemistry calculation of a 2-piece molecular cluster, C4H11NO2 overall at a distorted geometry, from OMol25.

Element x y z (Å)
C -0.236 -2.789 0.790
N -0.631 -2.002 -0.423
C -0.400 -0.592 -0.064
C -0.580 0.285 -1.312
C -0.392 1.692 -1.031
O 0.701 2.163 -0.752
H -0.498 -3.852 0.682
H -0.605 -2.466 1.724
H 0.869 -2.543 0.995
H -1.562 -2.163 -0.668
H 0.587 -0.550 0.327
H -0.949 -0.144 0.790
H 0.091 -0.001 -2.010
H -1.577 0.098 -1.888
H -1.302 2.349 -1.183
H 2.075 1.222 1.581
H 0.686 1.518 1.426
O 1.330 1.459 2.112

The value obtained for the LUMO energy is 0.61 eV. The highest occupied orbital energy is -9.55 eV. Its charge is 0. As for the structure (SMILES): CNCCC=O.O. For the total energy, the calculation gives -364.1815 Ha.

Listed below, in e, are the Mulliken charges computed for each atom: C -0.881; N -0.419; C -0.624; C -0.280; C -0.087; O -0.493; H 0.323; H 0.361; H 0.274; H 0.233; H 0.305; H 0.402; H 0.345; H 0.294; H 0.296; H 0.353; H 0.239; O -0.643

The following is a quantum chemistry calculation of a 2-piece molecular cluster, C4H11NO2 overall at a distorted geometry, from OMol25.

Element x y z (Å)
O -0.450 -1.970 0.100
C -0.436 -0.781 0.350
C 0.700 -0.030 0.977
C 0.328 1.414 1.406
C -0.421 2.312 0.385
N 1.702 0.092 -0.090
H -1.314 -0.223 -0.045
H 1.065 -0.487 1.897
H 1.264 1.939 1.618
H -0.133 1.425 2.395
H 0.300 2.869 -0.214
H -1.093 1.791 -0.283
H -0.910 3.080 0.980
H 1.551 0.925 -0.644
H 1.728 -0.701 -0.728
H -0.671 -4.346 -2.737
H -1.714 -3.373 -2.318
O -1.496 -3.937 -3.048

The value obtained for the LUMO energy is 0.83 eV. The highest occupied orbital energy is -9.51 eV. Its charge is 0. As for the structure (SMILES): CC[C@H](N)C=O.O. For the total energy, the calculation gives -364.2090 Ha.

Listed below, in e, are the Mulliken charges computed for each atom: O -0.491; C -0.179; C 0.487; C -0.859; C -1.105; N -0.640; H 0.249; H 0.290; H 0.337; H 0.429; H 0.352; H 0.306; H 0.320; H 0.240; H 0.265; H 0.319; H 0.324; O -0.644

The following is a quantum chemistry calculation of a 2-piece molecular cluster, C4H11NO2 overall at a distorted geometry, from OMol25.

Element x y z (Å)
C -0.131 1.700 -0.626
C -1.569 2.097 -0.717
O -2.184 2.044 -1.757
N -2.114 2.581 0.462
H 0.460 1.978 -1.469
H -0.259 0.597 -0.599
H -3.067 2.304 0.663
H -1.576 2.635 1.315
H 0.219 1.727 0.411
C 0.865 -2.015 0.921
C 0.837 -2.105 -0.621
O 2.059 -1.323 1.261
H -0.104 -1.508 1.088
H 1.072 -2.978 1.466
H -0.168 -2.336 -1.023
H 2.969 -1.508 1.020
H 1.621 -2.818 -0.891
H 1.071 -1.073 -0.903

The value obtained for the LUMO energy is 0.71 eV. The highest occupied orbital energy is -9.88 eV. Its charge is 0. As for the structure (SMILES): CC(N)=O.CCO. For the total energy, the calculation gives -364.1988 Ha.

Listed below, in e, are the Mulliken charges computed for each atom: C -0.657; C 0.574; O -0.568; N -0.441; H 0.348; H -0.029; H 0.234; H 0.226; H 0.264; C -0.181; C -0.981; O -0.570; H 0.255; H 0.298; H 0.296; H 0.309; H 0.351; H 0.273

The following is a quantum chemistry calculation of a 2-piece molecular cluster, C4H11NO2 overall at a distorted geometry, from OMol25.

Element x y z (Å)
C -0.931 0.910 -1.303
C -1.014 0.169 0.009
N 0.128 0.159 0.755
C -0.031 -0.265 2.144
C 1.280 1.027 0.461
O -2.018 -0.409 0.375
H -1.179 1.968 -1.242
H -1.585 0.420 -2.027
H 0.032 0.803 -1.806
H 0.933 -0.362 2.615
H -0.655 0.451 2.687
H -0.597 -1.179 2.207
H 0.925 2.007 0.139
H 1.857 0.630 -0.365
H 1.769 1.217 1.407
H 1.100 -1.761 -1.826
H 2.594 -1.951 -1.775
O 1.923 -1.291 -2.010

The value obtained for the LUMO energy is 0.64 eV. The highest occupied orbital energy is -9.09 eV. Its charge is 0. As for the structure (SMILES): CC(=O)N(C)C.O. For the total energy, the calculation gives -364.2404 Ha.

Listed below, in e, are the Mulliken charges computed for each atom: C -1.199; C 0.678; N 0.150; C -1.029; C -0.990; O -0.644; H 0.300; H 0.311; H 0.369; H 0.402; H 0.336; H 0.329; H 0.357; H 0.238; H 0.396; H 0.320; H 0.303; O -0.627

The following is a quantum chemistry calculation of a 3-piece molecular cluster, C4H11NO2 overall at a distorted geometry, from OMol25.

Element x y z (Å)
C 1.362 0.482 -0.517
C 1.230 -0.262 0.761
C 1.443 -1.597 0.808
N 1.229 -2.452 1.883
C 1.595 -2.396 3.104
H 0.525 0.287 -1.201
H 2.275 0.066 -0.978
H 1.446 1.551 -0.348
H 1.217 0.410 1.619
H 1.475 -2.363 0.037
H 2.411 -1.771 3.456
H 0.997 -3.009 3.772
H -4.689 -0.372 -2.945
H -3.229 -0.407 -3.316
O -3.995 -0.992 -3.221
H -1.724 4.654 -0.821
H -1.210 6.169 -0.879
O -1.246 5.322 -1.309

The value obtained for the LUMO energy (alpha / beta) is -5.15 / -7.97 eV. The spin multiplicity is 2. The highest occupied orbital energy (alpha / beta) is -13.62 / -13.62 eV. Its charge is +1. For the total energy, the calculation gives -363.8524 Ha.

Listed below, in e, are the Mulliken charges computed for each atom: C -0.985; C 0.055; C -0.064; N -0.162; C -0.153; H 0.310; H 0.340; H 0.353; H 0.320; H 0.392; H 0.304; H 0.290; H 0.329; H 0.308; O -0.637; H 0.311; H 0.327; O -0.638

The following is a quantum chemistry calculation of a 2-piece molecular cluster, C4H11NO2 overall at a distorted geometry, from OMol25.

Element x y z (Å)
O -0.434 1.624 -1.045
C 0.621 2.183 -0.642
O 1.319 1.924 0.336
H 0.966 3.022 -1.285
C -0.679 -0.983 0.886
C 0.015 -1.691 -0.271
C -0.970 -2.179 -1.317
N 0.288 -0.175 1.704
H -1.434 -0.269 0.547
H -1.179 -1.692 1.545
H 0.552 -2.549 0.146
H 0.763 -1.013 -0.699
H -1.737 -2.764 -0.803
H -1.464 -1.352 -1.823
H -0.506 -2.815 -2.065
H 1.007 -0.720 2.165
H 0.725 0.607 1.101
H -0.226 0.315 2.436

The value obtained for the LUMO energy (alpha / beta) is -3.12 / -8.28 eV. The spin multiplicity is 2. The highest occupied orbital energy (alpha / beta) is -15.94 / -15.91 eV. Its charge is +1. For the total energy, the calculation gives -363.9275 Ha.

Listed below, in e, are the Mulliken charges computed for each atom: O -0.143; C 0.318; O -0.596; H 0.385; C -0.867; C -0.157; C -1.260; N -0.142; H 0.348; H 0.438; H 0.363; H 0.308; H 0.341; H 0.317; H 0.354; H 0.371; H 0.234; H 0.388

The following is a quantum chemistry calculation of an isolated ion of composition C4H11NO2 and charge +1 at a distorted geometry, from OMol25.

Element x y z (Å)
C 0.518 -1.838 0.142
O -0.080 -2.610 1.142
C -0.219 -0.440 0.082
C 0.685 0.669 -0.464
C 0.674 1.948 0.323
O 0.038 3.022 -0.411
N -1.428 -0.595 -0.673
H 1.551 -1.675 0.463
H 0.522 -2.380 -0.807
H -0.431 -3.478 0.858
H -0.609 -0.295 1.095
H 0.346 0.962 -1.465
H 1.684 0.269 -0.644
H 1.583 2.434 0.651
H 0.001 1.839 1.187
H -2.109 -1.228 -0.254
H -0.878 2.814 -0.614
H -1.248 -0.778 -1.669

The value obtained for the LUMO energy (alpha / beta) is -3.43 / -8.77 eV. The spin multiplicity is 2. The highest occupied orbital energy (alpha / beta) is -14.15 / -14.12 eV. Its charge is +1. For the total energy, the calculation gives -363.8739 Ha.

Listed below, in e, are the Mulliken charges computed for each atom: C -0.644; O -0.499; C 0.211; C -0.685; C -0.503; O -0.535; N -0.289; H 0.317; H 0.412; H 0.364; H 0.452; H 0.436; H 0.456; H 0.346; H 0.236; H 0.327; H 0.283; H 0.316

The following is a quantum chemistry calculation of a 2-piece molecular cluster, C4H11NO2 overall at a distorted geometry, from OMol25.

Element x y z (Å)
C 1.086 1.294 -1.713
C 1.525 2.481 -0.916
C -0.217 0.440 -1.322
N 0.232 -0.846 -0.770
C -0.779 -1.797 0.035
O -1.395 0.746 -1.341
H 1.981 0.569 -1.987
H 0.782 1.794 -2.601
H 1.204 3.313 -1.455
H 0.827 2.488 -0.095
H 2.562 2.626 -0.597
H 1.164 -0.619 -0.341
H -0.328 -2.139 1.028
H -0.854 -2.797 -0.452
H -1.679 -1.252 0.071
H -0.123 -1.650 3.907
H -0.395 -2.648 4.895
O -0.662 -1.779 4.654

The value obtained for the LUMO energy (alpha / beta) is -4.18 / -9.28 eV. The spin multiplicity is 2. The highest occupied orbital energy (alpha / beta) is -14.33 / -14.33 eV. Its charge is +1. For the total energy, the calculation gives -363.8390 Ha.

Listed below, in e, are the Mulliken charges computed for each atom: C -0.492; C -1.033; C 0.612; N -0.091; C -0.594; O -0.309; H 0.349; H 0.326; H 0.344; H 0.331; H 0.302; H 0.375; H 0.249; H 0.305; H 0.327; H 0.277; H 0.325; O -0.600

Q: Which value of total energy does entry 6 give?
A: -364.2404 Ha

Q: Look up the total energy of the third one.
A: -364.1815 Ha

Q: What is the formula in the second record?
A: C4H11NO2